# 1
70
Properties=species:S:1:pos:R:3 method="wB97M-V/def2-TZVPD" max_force_ev_per_a=8.992 spin_multiplicity=1 e_tot_ev=-46391.780 gap_ha=0.34010 relative_energy_kj_mol=681.2
C 20.090 -7.531 -7.224
O 21.229 -7.722 -8.016
H 20.024 -6.451 -7.092
H 19.071 -7.791 -7.511
H 20.271 -7.983 -6.249
H 21.047 -8.133 -8.865
C 20.076 -7.074 -14.765
O 19.391 -7.505 -15.941
H 20.796 -7.863 -14.549
H 20.767 -6.267 -15.009
H 19.529 -6.977 -13.828
H 18.789 -6.815 -16.228
C 12.317 -5.818 -7.733
O 10.967 -5.678 -7.929
H 12.398 -6.782 -7.230
H 12.770 -5.953 -8.715
H 12.731 -4.945 -7.229
H 10.800 -4.876 -8.429
C 12.619 -4.815 -13.629
O 13.369 -5.820 -13.022
H 11.614 -5.232 -13.698
H 12.635 -3.944 -12.973
H 12.941 -4.465 -14.609
H 14.187 -5.423 -12.715
C 8.067 -10.942 -7.354
O 7.130 -10.162 -7.929
H 8.236 -10.870 -6.279
H 7.959 -12.016 -7.504
H 9.022 -10.784 -7.856
H 6.273 -10.538 -7.712
C 15.239 -9.482 -9.870
O 15.327 -10.292 -8.980
N 14.061 -9.176 -10.255
N 16.200 -8.841 -10.426
H 13.717 -8.440 -10.855
H 13.397 -9.833 -9.871
H 15.959 -8.254 -11.212
H 17.083 -9.310 -10.280
C 20.415 -11.953 -11.736
O 20.292 -10.797 -11.360
N 21.328 -12.843 -11.635
N 19.557 -12.667 -12.343
H 22.150 -12.675 -11.072
H 21.168 -13.664 -12.199
H 19.786 -13.638 -12.504
H 18.664 -12.230 -12.524
C 16.639 -15.154 -9.602
O 15.835 -14.861 -10.502
N 17.049 -14.354 -8.654
N 16.933 -16.317 -9.318
H 16.928 -13.362 -8.794
H 17.738 -14.638 -7.972
H 16.811 -17.023 -10.030
H 17.535 -16.401 -8.512
C 16.434 -3.441 -10.793
O 16.711 -4.064 -11.796
N 16.118 -2.166 -10.822
N 16.479 -3.986 -9.633
H 16.038 -1.777 -11.751
H 15.923 -1.564 -10.036
H 16.244 -3.405 -8.841
H 16.835 -4.928 -9.705
C 11.184 -14.664 -9.775
O 9.992 -14.779 -9.634
N 11.717 -13.509 -9.712
N 12.002 -15.679 -9.774
H 12.718 -13.515 -9.846
H 11.058 -12.823 -10.051
H 12.937 -15.513 -10.120
H 11.690 -16.614 -9.554

***

# 2
24
Properties=species:S:1:pos:R:3 method="wB97M-V/def2-TZVPD" max_force_ev_per_a=4.556 spin_multiplicity=1 smiles="C=S(=C)(C)NS(=C)(=C)C" e_tot_ev=-29614.257 gap_ha="0.23720 / 0.23717" relative_energy_kj_mol=1145.1
C 1.134 -0.789 1.962
C 3.308 0.411 0.688
C -2.086 -1.055 -0.159
C -2.022 0.868 -2.054
C 1.488 -1.510 -0.912
C -2.161 1.623 0.699
N 0.660 0.780 -0.421
S 1.713 -0.282 0.442
S -1.497 0.403 -0.540
H 0.452 -1.652 1.822
H 1.979 -0.948 2.540
H 3.793 0.868 -0.176
H 3.287 0.581 1.769
H -1.616 -1.409 0.734
H -1.858 -1.720 -1.021
H -1.845 1.824 -2.424
H -2.670 0.204 -2.577
H 0.426 -1.767 -0.838
H 1.671 -1.319 -1.906
H 2.068 -2.406 -0.533
H -3.128 1.269 0.882
H -1.615 1.848 1.652
H -2.226 2.555 0.136
H 0.746 1.623 0.236

***

# 3
9
Properties=species:S:1:pos:R:3 method="wB97M-V/def2-TZVPD" max_force_ev_per_a=2.740 spin_multiplicity=1 smiles="O=c1ncnco1" e_tot_ev=-10217.901 gap_ha=0.38462 relative_energy_kj_mol=27.8
C 1.027 0.049 -0.042
C -0.996 1.143 0.015
C -1.070 -1.058 -0.006
H -1.583 2.045 0.206
H -1.562 -2.087 0.000
N 0.275 1.205 0.001
N -1.744 -0.007 -0.060
O 2.201 -0.022 -0.013
O 0.256 -1.122 0.063

***

# 4
72
Properties=species:S:1:pos:R:3 method="wB97M-V/def2-TZVPD" max_force_ev_per_a=5.217 spin_multiplicity=1 smiles="COC(=O)OC.COC(=O)OC.COC(=O)OC.COC(=O)OC.COC(=O)OC.COC(=O)OC" e_tot_ev=-56101.268 gap_ha=0.40141 relative_energy_kj_mol=351.1
C 4.484 -3.631 -6.315
O 3.289 -2.869 -6.156
C 2.696 -2.379 -7.291
O 3.037 -2.633 -8.478
O 1.819 -1.431 -6.965
C 1.054 -0.782 -8.003
H 4.772 -3.904 -5.299
H 5.191 -2.995 -6.848
H 4.206 -4.549 -6.833
H 0.624 -1.605 -8.573
H 1.710 -0.073 -8.507
H 0.223 -0.278 -7.508
C -10.800 2.675 4.569
O -9.844 3.433 3.832
C -8.873 4.104 4.437
O -8.408 3.895 5.579
O -8.394 5.025 3.655
C -7.574 6.037 4.279
H -11.278 3.181 5.408
H -10.312 1.769 4.930
H -11.448 2.312 3.771
H -7.456 6.922 3.654
H -6.590 5.681 4.583
H -8.015 6.465 5.179
C 8.140 2.296 -6.876
O 6.820 2.731 -6.812
C 5.959 2.458 -5.746
O 6.279 1.733 -4.775
O 4.842 3.106 -5.912
C 4.087 3.452 -4.816
H 8.835 2.996 -7.340
H 8.174 1.413 -7.514
H 8.448 1.973 -5.881
H 4.643 4.104 -4.142
H 3.386 2.753 -4.361
H 3.317 4.073 -5.275
C 7.565 -7.305 -1.605
O 6.625 -6.515 -0.865
C 5.287 -6.548 -1.006
O 4.636 -7.018 -1.935
O 4.866 -6.023 0.114
C 3.457 -5.741 0.372
H 8.579 -6.908 -1.556
H 7.250 -7.417 -2.642
H 7.541 -8.292 -1.142
H 2.910 -6.630 0.686
H 2.943 -5.339 -0.501
H 3.250 -4.980 1.124
C -3.549 1.258 7.470
O -3.634 1.591 8.790
C -2.611 1.672 9.494
O -1.483 1.729 9.067
O -2.976 1.727 10.833
C -2.003 1.798 11.832
H -3.105 1.988 6.794
H -4.555 0.952 7.183
H -2.995 0.355 7.213
H -2.410 2.111 12.794
H -1.263 2.557 11.575
H -1.418 0.882 11.924
C -0.450 -0.747 -1.157
O -1.291 0.389 -0.753
C -2.539 0.111 -0.353
O -3.007 -0.972 -0.231
O -3.162 1.274 -0.138
C -4.409 1.400 0.544
H -0.431 -1.503 -0.372
H 0.553 -0.405 -1.412
H -0.877 -1.238 -2.031
H -4.779 2.416 0.677
H -4.305 0.971 1.540
H -5.250 0.944 0.020

***

What did the second record say?
24
Properties=species:S:1:pos:R:3 method="wB97M-V/def2-TZVPD" max_force_ev_per_a=4.556 spin_multiplicity=1 smiles="C=S(=C)(C)NS(=C)(=C)C" e_tot_ev=-29614.257 gap_ha="0.23720 / 0.23717" relative_energy_kj_mol=1145.1
C 1.134 -0.789 1.962
C 3.308 0.411 0.688
C -2.086 -1.055 -0.159
C -2.022 0.868 -2.054
C 1.488 -1.510 -0.912
C -2.161 1.623 0.699
N 0.660 0.780 -0.421
S 1.713 -0.282 0.442
S -1.497 0.403 -0.540
H 0.452 -1.652 1.822
H 1.979 -0.948 2.540
H 3.793 0.868 -0.176
H 3.287 0.581 1.769
H -1.616 -1.409 0.734
H -1.858 -1.720 -1.021
H -1.845 1.824 -2.424
H -2.670 0.204 -2.577
H 0.426 -1.767 -0.838
H 1.671 -1.319 -1.906
H 2.068 -2.406 -0.533
H -3.128 1.269 0.882
H -1.615 1.848 1.652
H -2.226 2.555 0.136
H 0.746 1.623 0.236